Formula: C5H8N2S
Source: OMol25
Level of theory: ωB97M-V/def2-TZVPD

CARTESIAN COORDINATES (ANGSTROEM)
C1 -0.6735 -2.1507 0.7210
C2 -0.3051 -0.7197 0.4657
N1 0.0181 0.0016 1.4642
N2 0.3187 1.3290 1.1921
C3 0.6833 1.8756 0.0074
S1 1.1490 3.4533 -0.1171
C4 0.6617 0.8973 -1.1537
C5 -0.4065 -0.1768 -0.9372
H1 0.0564 -2.8418 0.1998
H2 -1.6805 -2.3778 0.3504
H3 -0.6368 -2.3787 1.7986
H4 0.4210 1.8920 2.0125
H5 1.6416 0.4216 -1.2039
H6 0.5081 1.4541 -2.0602
H7 -1.4108 0.2682 -1.0670
H8 -0.3448 -0.9471 -1.6726

As for the charge: 0. Its relative energy (zero: lowest compared OMol25 entry of this formula, charge and spin) is 76.1 kJ/mol. The structure (SMILES) is CC1=NNC(=S)CC1. As for the HOMO energy: -8.4214 eV. The calculation puts the gap between HOMO and LUMO at 8.830 eV.

---

Formula: C3H12O2S2
Source: OMol25
Level of theory: ωB97M-V/def2-TZVPD

CARTESIAN COORDINATES (ANGSTROEM)
C1 1.5515 0.6156 -0.9525
C2 0.0820 0.3901 -0.5796
C3 -0.2551 1.1834 0.6786
S1 -1.8166 0.5647 1.5106
S2 -1.3182 -1.3421 1.9523
H1 2.2013 0.2190 -0.1674
H2 1.8050 0.0398 -1.8452
H3 1.8316 1.6546 -1.1131
H4 -0.0440 -0.6901 -0.4879
H5 -0.5802 0.5573 -1.4329
H6 -0.5135 2.2050 0.4108
H7 0.6153 1.1299 1.3252
H8 -2.0066 -2.1040 1.1307
O1 3.0692 0.5651 3.5731
H9 2.6999 1.0491 2.8121
H10 2.2420 0.2885 3.9760
O2 -2.9961 -2.3475 -3.8338
H11 -3.7209 -2.5794 -3.2514
H12 -2.8462 -1.3990 -3.7056

As for the charge: 0. Its relative energy (zero: lowest compared OMol25 entry of this formula, charge and spin) is 78.8 kJ/mol. The structure (SMILES) is CCCSS.O.O. As for the HOMO energy: -9.1486 eV. The calculation puts the gap between HOMO and LUMO at 9.504 eV.

---

Formula: C3H6N2S
Source: OMol25
Level of theory: ωB97M-V/def2-TZVPD

CARTESIAN COORDINATES (ANGSTROEM)
C1 -1.7735 -0.5074 -0.1588
C2 -0.3088 -0.5993 -0.4713
N1 0.4587 0.3984 -0.3418
N2 1.6482 0.7108 -0.5700
C3 2.8558 1.0816 0.1979
S1 3.1504 -0.2451 -1.0089
H1 -1.9402 0.5562 0.1262
H2 -1.7861 -1.1657 0.7684
H3 -2.4826 -1.0099 -0.9157
H4 0.0525 -1.3957 -1.0381
H5 3.0224 2.1273 -0.1262
H6 3.0693 0.7820 1.2152

As for the charge: 0. Its relative energy (zero: lowest compared OMol25 entry of this formula, charge and spin) is 419.5 kJ/mol. The structure (SMILES) is C/C=N/N1CS1. As for the HOMO energy: -8.1145 eV. The calculation puts the gap between HOMO and LUMO at 8.798 eV.

---

Formula: C4H6F2O
Source: OMol25
Level of theory: ωB97M-V/def2-TZVPD

CARTESIAN COORDINATES (ANGSTROEM)
C1 0.4597 1.1365 -0.0839
C2 -0.1115 0.1347 -1.0787
C3 -0.7854 -1.0153 1.8123
C4 1.3543 0.7283 0.8161
O1 -0.0845 2.2574 -0.0331
F1 -0.9416 -0.9925 3.1531
F2 2.1409 -0.3390 0.6963
H1 0.6118 -0.1508 -1.9202
H2 -0.3528 -0.7296 -0.4775
H3 -1.0148 0.6069 -1.4949
H4 -0.1383 -1.7401 1.4463
H5 -1.5087 -0.4909 1.1246
H6 1.9108 1.4841 1.3903

As for the charge: 0. Its relative energy (zero: lowest compared OMol25 entry of this formula, charge and spin) is 655.9 kJ/mol. As for the HOMO energy (alpha / beta): -7.9894 / -6.9633 eV. The calculation puts the gap between HOMO and LUMO (alpha / beta) at 6.354 / 3.124 eV.

---

Formula: C19H26ClN5O3S2
Source: OMol25
Level of theory: ωB97M-V/def2-TZVPD

CARTESIAN COORDINATES (ANGSTROEM)
C1 -6.0794 -1.9252 -3.3048
H1 -5.9434 -0.9544 -3.5862
H2 -6.0660 -2.2853 -2.2755
H3 -6.9942 -2.2489 -3.7207
C2 -4.8151 -2.8031 -4.2489
N1 -3.5230 -2.5204 -3.7432
C3 -2.9176 -1.1697 -4.0940
C4 -2.8541 -0.4021 -3.0411
N2 -2.3453 -0.8894 -1.7495
S1 -0.7868 -0.8490 -1.6534
O1 -0.2223 -2.2414 -1.6451
O2 -0.1282 0.1758 -2.2034
C5 -0.5168 -0.4496 -0.0272
C6 0.2065 -1.2287 0.9910
C7 0.6640 -0.8151 2.1610
C8 -0.1184 0.5081 2.7736
C9 -1.0472 1.1798 1.8228
C10 -1.2899 0.7363 0.6596
H4 -2.0201 1.0173 -0.0066
H5 -1.6035 1.9771 2.4426
Cl1 0.3801 0.9077 4.2846
C11 1.6116 -1.2856 3.2275
O3 1.4702 -2.4013 3.8017
N3 2.7524 -0.5591 3.1203
C12 3.2055 0.1776 2.2644
N4 3.6328 1.4495 2.6264
N5 3.8795 2.5663 1.6163
C13 3.3195 2.0216 0.6752
C14 3.3285 3.1857 -0.5185
H6 3.6024 4.1098 -0.2831
C15 1.9227 3.0206 -1.1475
C16 1.0376 3.6226 -0.2350
H7 0.8424 3.0366 0.7173
H8 -0.0022 3.7764 -0.7157
H9 1.2385 4.7481 0.0775
C17 1.8485 3.8793 -2.3233
H10 1.0677 3.8947 -2.9848
H11 2.4852 3.7699 -3.0752
H12 2.2434 5.0070 -2.1584
H13 1.5983 2.1426 -1.2948
H14 3.9003 2.8176 -1.3802
S2 2.6041 0.7074 0.7287
H15 3.5959 -0.8310 3.7184
H16 0.8237 -1.9239 0.4466
C18 -2.9837 -2.1039 -1.2588
C19 -3.1566 -3.1384 -2.6032
H17 -3.7214 -3.9101 -2.2686
H18 -2.1084 -3.3576 -2.7660
H19 -2.5209 -2.5615 -0.4568
H20 -4.0669 -1.7595 -0.8970
H21 -2.3037 0.4501 -3.3022
H22 -3.9555 -0.0231 -2.8510
H23 -3.4488 -1.1974 -5.1394
H24 -1.9399 -1.5289 -4.3811
H25 -5.1883 -2.5268 -5.2067
H26 -5.3713 -3.7997 -3.7804

As for the charge: 0. Its relative energy (zero: lowest compared OMol25 entry of this formula, charge and spin) is 1767.8 kJ/mol. As for the HOMO energy: -7.9226 eV. The calculation puts the gap between HOMO and LUMO at 7.113 eV.

---

Formula: C3H4N2
Source: OMol25
Level of theory: ωB97M-V/def2-TZVPD

CARTESIAN COORDINATES (ANGSTROEM)
C1 0.4684 -0.2380 -0.8902
C2 -0.6783 -0.9972 -0.3272
N1 -0.9823 -0.5214 0.8541
N2 -0.0902 0.4623 1.1161
C3 0.7201 0.7886 -0.0022
H1 1.0584 -0.5587 -1.7474
H2 -1.3656 -1.8037 -0.6793
H3 -0.4697 1.1440 1.7517
H4 1.3391 1.7240 -0.0757

As for the charge: 0. Its relative energy (zero: lowest compared OMol25 entry of this formula, charge and spin) is 101.0 kJ/mol. The structure (SMILES) is c1cn[nH]c1. As for the HOMO energy: -9.5314 eV. The calculation puts the gap between HOMO and LUMO at 10.651 eV.

---

Formula: C19H27BCl2O10S
Source: OMol25
Level of theory: ωB97M-V/def2-TZVPD

CARTESIAN COORDINATES (ANGSTROEM)
C1 3.6889 -0.9321 0.1192
C2 2.9891 -0.4274 -1.2748
O1 1.5290 -0.2562 -1.2154
B1 1.1387 0.9739 -0.4906
O2 1.8389 2.2793 -0.5872
C3 -0.1705 0.8148 0.5443
C4 -0.0661 0.9106 2.0374
C5 -1.4818 0.6709 2.8820
O3 -1.7085 1.1911 4.1056
C6 -2.6116 -0.3121 2.1400
S1 -3.8262 -1.2916 3.2237
C7 -2.6809 -0.4312 0.6438
C8 -3.7116 -1.3928 -0.1934
Cl1 -3.0349 -2.9142 -1.0851
C9 -5.1870 -1.1618 -0.3143
C10 -5.9244 0.1475 0.3657
Cl2 -6.2032 -2.4198 -1.2905
C11 -1.6182 0.4897 -0.2279
O4 -1.8385 0.9329 -1.4828
H1 3.6570 -2.0972 0.2588
H2 3.2704 -0.4407 1.0953
H3 4.8345 -0.6022 0.0561
H4 3.1862 -1.2911 -2.0751
H5 3.5626 0.5209 -1.7185
H6 2.3998 2.3432 -1.4152
H7 0.9677 1.1256 2.5818
H8 -4.2876 -0.3249 4.1539
H9 -6.3671 -0.2098 1.4148
H10 -5.1513 1.0156 0.5441
H11 -6.7643 0.5182 -0.3670
C12 -1.5277 -5.5951 0.3479
C13 -0.0616 -5.2238 0.4635
O5 0.5862 -5.9829 1.4925
C14 0.8578 -7.2776 1.1874
O6 0.6104 -7.8326 0.1292
O7 1.4301 -7.8558 2.2717
C15 1.6669 -9.2521 2.1187
H12 -2.0302 -5.4926 1.3175
H13 -2.0343 -4.9556 -0.3832
H14 -1.6568 -6.6360 0.0360
H15 0.0230 -4.1701 0.7493
H16 0.4648 -5.3423 -0.4918
H17 2.2562 -9.4602 1.2180
H18 0.7156 -9.7899 2.0911
H19 2.2352 -9.5979 2.9878
C16 2.3802 9.1701 -2.8146
C17 3.2824 8.0587 -2.3128
O8 2.6659 7.3348 -1.2401
C18 1.6777 6.4763 -1.5998
O9 1.2869 6.2677 -2.7368
O10 1.1818 5.9077 -0.4736
C19 0.0591 5.0620 -0.7050
H20 2.0806 9.8273 -1.9891
H21 2.8890 9.7691 -3.5778
H22 1.4582 8.7749 -3.2517
H23 4.2029 8.4942 -1.9104
H24 3.5745 7.3759 -3.1203
H25 0.2861 4.2940 -1.4537
H26 -0.8008 5.6617 -1.0148
H27 -0.1889 4.5609 0.2359

As for the charge: 0. The structure (SMILES) is CCOB(O)C1=CC(=O)C(S)=C(/C(Cl)=C(\C)Cl)C1=O.CCOC(=O)OC.CCOC(=O)OC. As for the HOMO energy: -9.3146 eV. The calculation puts the gap between HOMO and LUMO at 7.089 eV.

---

Formula: C3H4N6
Source: OMol25
Level of theory: ωB97M-V/def2-TZVPD

CARTESIAN COORDINATES (ANGSTROEM)
H1 3.4481 0.8197 0.1046
N1 3.0140 -0.1050 0.0239
C1 1.7320 -0.0136 -0.0098
N2 0.8688 -1.1133 -0.0383
C2 -0.4607 -0.6916 -0.0136
N3 -1.7282 -1.1464 0.0166
N4 -2.5196 -0.1060 0.0236
N5 -1.7380 1.0117 -0.0125
C3 -0.4397 0.6604 -0.0300
N6 0.8683 1.1114 -0.0243
H2 1.1443 -2.1015 0.1115
H3 -2.1397 1.9253 0.1132
H4 1.2004 2.0575 0.0681

As for the charge: 0. Its relative energy (zero: lowest compared OMol25 entry of this formula, charge and spin) is 0.0 kJ/mol. The structure (SMILES) is [H]/N=c1/[nH]c2nn[nH]c2[nH]1. As for the HOMO energy: -7.9187 eV. The calculation puts the gap between HOMO and LUMO at 8.321 eV.

---

Formula: C3H5N3S
Source: OMol25
Level of theory: ωB97M-V/def2-TZVPD

CARTESIAN COORDINATES (ANGSTROEM)
C1 -0.4834 -0.2612 1.2395
C2 0.7907 0.6166 -0.3433
C3 -1.0097 -0.9779 -0.9852
N1 0.6641 0.7493 1.8549
N2 -0.3103 -0.1820 -0.0568
N3 1.2948 1.1355 0.7728
S1 2.6640 2.1006 0.7305
H1 -1.2344 -0.7880 1.8354
H2 1.1758 1.0658 -1.3180
H3 -1.8978 -1.2196 -0.5618
H4 -1.1659 -0.4271 -1.9396
H5 -0.4878 -1.8120 -1.2284

As for the charge: 0. The spin multiplicity is 3. Its relative energy (zero: lowest compared OMol25 entry of this formula, charge and spin) is 181.1 kJ/mol. As for the HOMO energy (alpha / beta): -4.8191 / -8.1718 eV. The calculation puts the gap between HOMO and LUMO (alpha / beta) at 5.572 / 5.565 eV.

---

Formula: C4H7NO
Source: OMol25
Level of theory: ωB97M-V/def2-TZVPD

CARTESIAN COORDINATES (ANGSTROEM)
O1 -2.7485 -0.2741 1.0335
C1 -1.5835 -0.4800 0.8085
C2 -0.6445 0.6381 0.4103
N1 0.5384 0.1387 -0.2885
C3 0.3890 -0.2445 -1.5553
C4 1.6627 0.0345 0.4247
H1 -1.1305 -1.4846 0.8961
H2 -0.3229 1.1457 1.3216
H3 -1.1821 1.3366 -0.2266
H4 1.2948 -0.4460 -2.1156
H5 -0.5851 -0.5790 -1.8830
H6 2.4531 -0.5621 -0.0103
H7 1.8592 0.7767 1.1846

As for the charge: 0. Its relative energy (zero: lowest compared OMol25 entry of this formula, charge and spin) is 348.5 kJ/mol. As for the HOMO energy: -7.2741 eV. The calculation puts the gap between HOMO and LUMO at 8.022 eV.

---

Formula: C3H10NO2
Source: OMol25
Level of theory: ωB97M-V/def2-TZVPD

CARTESIAN COORDINATES (ANGSTROEM)
C1 0.8642 1.0428 1.5233
C2 0.4815 2.2914 1.3911
C3 -0.0054 -1.0702 1.1426
N1 -0.1045 -0.0034 1.8352
H1 1.8861 0.6456 1.5066
H2 -0.4733 2.8235 1.4541
H3 1.2591 3.0185 1.1473
H4 -0.7420 -1.9638 1.2304
H5 0.6443 -1.0290 0.2211
H6 -0.6870 0.1148 2.6888
H7 -0.2906 -0.3788 -3.6342
H8 1.1416 -0.2456 -3.9443
O1 0.6101 -0.7065 -3.2917
H9 -2.1828 -1.0500 -1.1790
H10 -1.0996 -2.1817 -1.2156
O2 -1.3018 -1.3076 -0.8757

As for the charge: +1. Its relative energy (zero: lowest compared OMol25 entry of this formula, charge and spin) is 259.5 kJ/mol. As for the HOMO energy: -14.3833 eV. The calculation puts the gap between HOMO and LUMO at 9.891 eV.

---

Formula: C7H6FO2PS
Source: OMol25
Level of theory: ωB97M-V/def2-TZVPD

CARTESIAN COORDINATES (ANGSTROEM)
H1 3.3828 0.4384 2.1568
P1 3.6882 -0.6089 1.3632
C1 2.5432 -0.4462 0.0864
F1 2.6127 -1.6180 -0.9380
S1 1.5872 0.9662 -0.4910
O1 1.8262 1.9910 0.5066
O2 1.9529 1.2752 -1.8521
C2 -0.1386 0.4270 -0.4506
C3 -0.6531 -0.7209 -1.0503
C4 -1.7831 -1.2401 -0.6613
C5 -2.6001 -0.6282 0.2663
C6 -2.2365 0.5930 0.7703
C7 -0.9504 1.1036 0.4293
H2 -0.1512 -1.2415 -1.7854
H3 -2.1740 -2.1990 -1.0618
H4 -3.4716 -1.0810 0.4525
H5 -2.9091 1.0233 1.3811
H6 -0.5254 1.9661 0.8782

As for the charge: 0. Its relative energy (zero: lowest compared OMol25 entry of this formula, charge and spin) is 89.9 kJ/mol. The structure (SMILES) is [H]/P=C(/F)S(=O)(=O)c1ccccc1. As for the HOMO energy: -10.0900 eV. The calculation puts the gap between HOMO and LUMO at 8.743 eV.

---

In the order shown, the computed energy values come out to -703.00104; -1068.33418; -625.46219; -430.73402; -2494.99578; -226.18670; -2835.75857; -445.21016; -679.52564; -286.49890; -325.21869; -1260.08641 a.u..